# 1
ORCA calculation (the ωB97M-V functional and the def2-TZVPD basis) on 3 unconnected molecules or ions with the total composition CHN3O4.

Its energy is -503.69820 a.u. Its gap between HOMO and LUMO (spin up / spin down) is 9.05 / 8.29 eV. Its molar mass is 119.0 g/mol. The HOMO energy (spin up / spin down) is -9.17 / -8.71 eV. Its relative energy (zero: lowest compared OMol25 entry of this formula, charge and spin) is 11.37 kcal/mol. The charge is 0.

Element x y z (Å)
1 H 2.173 0.412 -1.941
2 N -1.835 0.118 -0.102
3 O -1.000 -0.484 1.634
4 C 1.745 -0.287 -0.150
5 N -0.020 0.126 1.694
6 O 1.625 -0.769 0.917
7 O -1.468 1.230 -0.223
8 O -2.676 -0.529 -0.616
9 N 1.456 0.183 -1.213

Force components x, y, z for each atom (eV/Å):
H -1.20 -0.23 1.00
N -0.19 -0.31 -0.16
O 2.74 0.57 0.86
C -1.42 -1.07 1.62
N -3.34 0.06 1.42
O 2.29 -0.59 -1.16
O 0.25 1.06 -0.42
O -1.00 -0.41 -0.78
N 1.89 0.92 -2.38



# 2
ORCA calculation (the ωB97M-V functional and the def2-TZVPD basis) on 2 unconnected molecules or ions with the total composition CHN3S.

Its energy is -601.16111 a.u. The structure (SMILES) is N#CS.N#N. Its gap between HOMO and LUMO is 11.00 eV. Its molar mass is 87.1 g/mol. The HOMO energy is -10.61 eV. Its relative energy (zero: lowest compared OMol25 entry of this formula, charge and spin) is 6.34 kcal/mol. The charge is 0.

Element x y z (Å)
1 C -0.687 0.086 -0.720
2 H -1.442 1.413 0.894
3 N 2.091 -0.597 0.859
4 N 0.047 -0.026 -1.538
5 S -1.817 0.213 0.586
6 N 1.808 -1.089 -0.081

Force components x, y, z for each atom (eV/Å):
C -4.95 0.84 5.27
H 0.39 1.29 0.35
N -0.30 -0.47 -0.96
N 3.78 -0.41 -5.06
S 0.17 -1.37 -0.97
N 0.91 0.11 1.37



# 3
ORCA calculation (the ωB97M-V functional and the def2-TZVPD basis) on 2 unconnected molecules or ions with the total composition CHN4.

Its energy is -257.53473 a.u. Its gap between HOMO and LUMO (spin up / spin down) is 6.70 / 6.70 eV. Its molar mass is 69.0 g/mol. The HOMO energy (spin up / spin down) is -2.39 / -2.39 eV. Its relative energy (zero: lowest compared OMol25 entry of this formula, charge and spin) is 157.57 kcal/mol. The charge is -1.

Element x y z (Å)
1 H -1.360 -0.373 0.624
2 N 0.721 -1.414 1.224
3 C 0.111 -0.484 0.740
4 N 0.572 0.502 -1.410
5 N 0.439 0.573 -0.056
6 N -0.484 1.198 -1.123

Force components x, y, z for each atom (eV/Å):
H 1.82 -0.07 0.25
N -0.30 1.41 -0.22
C -3.40 -4.19 0.61
N -3.64 1.57 0.28
N 2.61 3.94 -0.22
N 2.91 -2.65 -0.69



# 4
ORCA calculation (the ωB97M-V functional and the def2-TZVPD basis) on a molecular structure, CHN4O.

Its energy is -332.77270 a.u. Its gap between HOMO and LUMO (spin up / spin down) is 7.35 / 7.42 eV. Its molar mass is 85.0 g/mol. The HOMO energy (spin up / spin down) is -5.84 / -6.00 eV. Its relative energy (zero: lowest compared OMol25 entry of this formula, charge and spin) is 99.46 kcal/mol. The charge is -1.

Element x y z (Å)
1 O 2.484 0.419 0.117
2 C 0.211 -0.333 -0.080
3 N -0.776 -1.218 0.224
4 H 1.607 -0.113 0.086
5 N -1.492 0.802 -0.175
6 N -1.839 -0.430 0.061
7 N -0.195 0.873 -0.234

Force components x, y, z for each atom (eV/Å):
O 0.80 0.20 0.01
C -0.48 0.24 0.83
N 1.61 -0.27 -0.46
H -1.47 -1.57 0.07
N -1.11 0.55 -0.30
N -0.56 -1.14 0.55
N 1.22 1.98 -0.71